This record from the OMol25 dataset describes a cluster of 4 separate species, C2H12N2O3 in total in a non-equilibrium geometry. The level of theory is the ωB97M-V functional and the def2-TZVPD basis.

Structure (ORCA input):
```
! wB97M-V def2-TZVPD RIJCOSX def2/J DEFGRID3
* xyz 0 1
C 0.431 0.973 0.993
C -0.704 0.702 1.623
N -2.016 0.781 1.134
N 1.663 0.502 1.575
H 0.550 1.451 0.032
H -0.735 0.241 2.598
H -2.737 1.163 1.716
H -2.113 1.299 0.274
H 2.370 1.221 1.654
H 1.447 0.104 2.479
H -0.963 -1.952 0.492
H 0.468 -2.635 0.461
O -0.431 -2.739 0.649
H 1.427 -0.229 -2.048
H 1.973 0.788 -3.071
O 1.964 -0.118 -2.840
H -0.696 -1.274 -2.631
H -1.062 0.154 -2.914
O -0.837 -0.430 -2.177
*
```

Results
Orbital gap, Eh: 0.29838
Structure (SMILES): N/C=C/N.O.O.O
Energy relative to the best compared isomer or geometry (same formula, charge and spin), kcal per mole: 30.1